1.
A 3-piece molecular cluster, C27H46ClF5NO14S2 overall. Source: the OMol25 dataset; level of theory: ωB97M-V/def2-TZVPD.

```
96
C27H46ClF5NO14S2 ωB97M-V/def2-TZVPD
C 1.8551 -4.0818 5.9752
C 0.5312 -3.2201 6.2213
C -0.3149 -3.2887 4.8985
C 0.4289 -2.6083 3.6816
C 0.3623 -1.0503 3.8797
C 1.4900 -0.2697 3.0749
C 1.0475 -0.2340 1.5854
N 1.8575 0.4193 0.5779
C 1.6016 -0.1862 -0.7232
C 0.1034 -0.4523 -1.1474
C -0.7735 0.8174 -1.3925
C -2.0956 0.3739 -2.1250
O -2.9534 1.1780 -2.3265
O -2.2930 -0.9513 -2.5316
C -3.3033 -1.6050 -1.7435
C -2.7230 -2.6468 -0.7161
C 2.2401 1.7818 0.7015
C 1.0854 2.8798 0.7437
C 0.2012 2.8331 2.0314
C -0.3476 4.2945 2.3506
C -1.9083 4.4061 2.2728
S -2.7873 3.6875 3.7197
O -2.7130 4.5615 4.8712
O -4.1580 3.4715 3.2884
Cl -2.0152 1.8569 4.2651
C 3.1566 2.1499 1.9769
O 3.9523 1.3072 2.4291
O 3.1181 3.3028 2.4979
S 3.3375 2.4591 -0.6633
O 3.8431 3.7779 -0.3109
O 2.5732 2.6690 -1.9069
C 4.8141 1.4281 -1.0608
F 4.5505 0.1329 -1.4347
F 5.3723 1.9941 -2.1917
C 5.9923 1.3441 -0.0024
F 6.1390 2.3939 0.7913
F 7.1608 1.2721 -0.7423
F 5.9606 0.1681 0.6617
H 1.5915 -4.8916 5.2537
H 2.2593 -4.5095 6.9173
H 2.5917 -3.3947 5.5062
H -0.0271 -3.5685 7.1204
H 0.8909 -2.1824 6.4295
H -0.6552 -4.3270 4.6593
H -1.2428 -2.6826 5.0885
H -0.1516 -2.8726 2.7594
H 1.4579 -3.0016 3.5244
H 0.3529 -0.7256 4.9427
H -0.6259 -0.7281 3.4484
H 1.6265 0.7096 3.5748
H 2.4214 -0.8862 3.1501
H -0.0064 0.1802 1.5571
H 0.9313 -1.3140 1.3004
H 2.0770 0.2607 -1.6193
H 2.0458 -1.2239 -0.6698
H 0.1818 -0.9726 -2.1414
H -0.4140 -1.2024 -0.5017
H -1.1325 1.1705 -0.3888
H -0.2644 1.6539 -1.9135
H -3.9010 -0.8684 -1.1641
H -3.9633 -2.1956 -2.4277
H -2.2873 -2.0872 0.1519
H -1.9317 -3.2688 -1.2012
H -3.5266 -3.2895 -0.2756
H 1.5479 3.8993 0.7387
H 0.4744 2.8769 -0.1965
H 0.7211 2.5013 2.9484
H -0.7114 2.2242 1.7974
H 0.0929 5.0743 1.6924
H -0.0554 4.5614 3.3975
H -2.3435 4.0554 1.3061
H -2.1533 5.4993 2.3266
C 4.2309 2.5268 -9.1338
O 3.8907 3.2759 -7.9710
C 4.2198 2.6756 -6.8155
O 4.7556 1.6019 -6.7090
O 3.8508 3.4737 -5.8163
C 4.1409 2.9601 -4.5079
H 3.9193 3.1075 -10.0004
H 5.3086 2.3693 -9.1894
H 3.7028 1.5727 -9.1460
H 5.2131 2.8218 -4.3793
H 3.6085 2.0262 -4.3355
H 3.7964 3.6916 -3.7825
C -8.2470 -3.7468 -0.1109
O -7.3689 -3.5637 -1.2209
C -7.5764 -4.4135 -2.2319
O -8.4117 -5.2799 -2.2687
O -6.6930 -4.1322 -3.1952
C -6.7958 -4.9666 -4.3480
H -7.9836 -3.0049 0.6404
H -9.2833 -3.5872 -0.4095
H -8.1202 -4.7399 0.3207
H -7.7736 -4.8560 -4.8174
H -6.6103 -6.0088 -4.0869
H -6.0330 -4.6440 -5.0539
```

Calculated values
Highest occupied orbital energy (eV): -5.3
LUMO energy (eV): 1.7
Net charge: -1
HOMO-LUMO gap (eV): 6.9843
DFT total energy (Ha): -3920.37466
Strongest force on any atom (hartree/bohr): 0.094

Here are the Mulliken charges for atoms 1 to 8, given in e: -1.0601 -0.3630 -0.9254 -0.3964 -0.8197 -0.1586 -1.1828 0.4139

***

2.
C27H46Ge2N2O7P2ScSeSi as an isolated structure. Source: the OMol25 dataset; level of theory: ωB97M-V/def2-TZVPD.

```
89
C27H46Ge2N2O7P2ScSeSi ωB97M-V/def2-TZVPD
Sc -13.6398 5.5251 15.1653
C -14.4419 10.8190 16.8717
C -13.8541 9.4235 16.9274
Ge -15.0168 7.8742 16.9588
C -15.1616 7.1900 18.8348
C -15.4976 8.1786 19.9070
C -16.7298 8.6040 16.4658
C -17.9202 7.8978 16.5530
Ge -17.8456 5.9185 16.2065
C -18.4090 5.5708 14.2848
C -19.1788 6.6745 13.5109
C -19.0261 4.8233 17.4790
C -20.4632 5.0876 17.7270
C -19.2299 8.5528 16.6733
C -19.2713 9.8359 17.2167
C -20.4730 10.6113 17.3090
C -21.6628 10.0366 16.9691
C -21.6338 8.7377 16.5146
C -20.4930 7.9927 16.3251
H -13.5716 11.4827 17.0593
H -15.1458 10.9766 17.7119
H -14.8547 11.0114 15.8759
H -13.3407 9.4462 17.9017
H -13.0879 9.3148 16.1590
H -14.1593 6.7280 19.1568
H -15.9045 6.3595 18.6168
H -14.7309 8.9918 19.9609
H -15.5404 7.7777 20.9472
H -16.4513 8.6708 19.7117
H -16.6765 9.5341 15.9704
H -18.9765 4.6340 14.4305
H -17.4679 5.2297 13.7970
H -20.2720 6.5501 13.7084
H -19.0211 6.5088 12.4472
H -18.8503 7.6476 13.7824
H -18.4082 4.9366 18.3844
H -18.7836 3.8472 17.0299
H -20.6768 6.1087 18.0625
H -20.8805 4.4097 18.5752
H -21.0564 4.8819 16.8232
H -18.3192 10.2598 17.6226
H -20.4259 11.6041 17.6439
H -22.6020 10.6282 16.8780
H -22.5347 8.2074 16.3408
H -20.5521 7.0143 15.8383
C -12.5627 0.9844 17.2319
C -13.5299 2.0292 16.6789
O -14.7576 1.2023 16.6036
P -13.2277 2.3257 14.9476
O -11.6676 2.3366 14.7259
O -13.6605 1.0495 14.1242
O -13.8756 3.6264 14.4178
P -13.6703 3.4888 17.8375
O -15.1793 3.1489 18.3964
O -12.6297 3.5778 18.8904
O -13.9361 4.7541 16.9830
H -12.4038 0.1749 16.5538
H -13.0147 0.5422 18.1323
H -11.6275 1.3679 17.6457
H -15.5494 1.6139 17.0080
H -11.1877 3.1555 15.0578
H -14.4824 0.6978 14.5458
H -15.1957 3.1048 19.3818
C -8.3845 6.9173 16.3004
Si -9.8009 5.9052 16.9957
C -10.9753 7.1221 17.8705
C -9.3285 4.3942 18.0058
Se -10.8701 5.2825 15.0937
H -7.7099 7.0926 17.1446
H -8.7392 7.8791 15.9722
H -7.8377 6.4650 15.4655
H -10.4675 7.7294 18.6247
H -11.7368 6.5104 18.3277
H -11.3618 7.7542 17.0705
H -8.6961 4.6121 18.8897
H -8.7884 3.6667 17.4229
H -10.3022 3.9704 18.3182
N -12.4871 7.6907 8.5445
C -13.1376 7.4267 9.4757
C -13.7663 7.1601 10.7350
C -14.5389 6.0067 10.9640
C -14.8592 5.5586 12.2016
N -14.3992 6.2547 13.3013
C -13.8597 7.4819 13.1129
C -13.4498 7.9038 11.8714
H -14.8593 5.4117 10.1244
H -15.4187 4.6620 12.4300
H -13.6151 8.1279 13.9358
H -12.7906 8.7545 11.7980
```

Calculated values
Highest occupied orbital energy (spin up / spin down) (eV): -10.3 / -10.5
LUMO energy (spin up / spin down) (eV): -4.4 / -4.8
Net charge: +1
HOMO-LUMO gap (spin up / spin down) (eV): 5.8767 / 5.6264
DFT total energy (Ha): -9980.81268
Strongest force on any atom (hartree/bohr): 0.056

Here are the Mulliken charges for atoms 1 to 8, given in e: 0.5769 -1.4122 -0.1290 -0.8042 0.2991 -1.2004 -1.0698 0.2018

***

- Among the records above, which one has the lowest net charge?
  C27H46ClF5NO14S2

***

- Number 2 is which compound?
  C27H46Ge2N2O7P2ScSeSi

***

- The highest strongest force on any atom belongs to which entry?
  C27H46ClF5NO14S2